(1)
This record from the OMol25 dataset describes C5H9NO4 as an isolated structure. The level of theory is wB97M-V/def2-TZVPD.

Structure (ORCA input):
```
! wB97M-V def2-TZVPD RIJCOSX def2/J DEFGRID3
* xyz 0 1
H 1.76 -1.26 1.68
C 0.62 -3.05 1.94
H -0.09 2.67 -1.95
C 0.62 0.30 0.21
C -1.37 1.93 -0.19
C -0.29 1.04 -0.61
H -0.13 1.14 -2.40
O -0.13 2.51 -0.72
O 1.65 0.74 0.72
C 0.20 -1.16 0.44
H -0.43 -3.05 2.27
O -0.85 -1.62 -0.03
H 0.75 -3.87 1.22
N 0.96 -1.78 1.35
H 1.26 -3.22 2.81
H -1.51 2.17 0.87
H -0.79 2.29 -3.64
O 0.01 2.16 -3.12
H -2.23 2.07 -0.84
*
```

Properties
HOMO level, eV: -8.60
Strongest force on any atom, Eh/bohr: 0.0543

These are the Löwdin partial charges, in e, on atoms 1 to 6: H 0.1353; C -0.0657; H 0.1211; C -0.3067; C -0.0462; C -0.1996



(2)
This record from the OMol25 dataset describes C21H43BO2P2Sn as an isolated structure. The level of theory is wB97M-V/def2-TZVPD.

Structure (ORCA input):
```
! wB97M-V def2-TZVPD RIJCOSX def2/J DEFGRID3
* xyz 0 1
C 0.64 -1.37 -6.20
H 2.08 1.45 -7.52
C -0.86 1.63 -5.99
H -0.68 -1.76 1.62
C 1.97 -2.42 -2.55
H 2.13 -2.90 -3.52
H 0.88 -0.89 1.37
H 2.66 -1.57 -2.46
C 1.07 3.33 -1.61
H 0.97 3.74 -0.59
H -2.46 1.90 -2.52
Sn -1.06 -0.17 -0.60
C 0.07 -1.47 0.88
C 1.57 -0.58 -7.05
P 0.28 -1.91 -2.21
H -2.77 2.12 4.29
H 0.57 0.97 5.29
H -1.54 2.02 5.59
C -1.80 0.96 -6.92
C -0.28 2.75 3.09
H -2.27 3.55 2.58
H -1.21 -0.44 -3.57
H 1.16 0.45 3.69
H -1.54 4.18 4.09
C 0.27 0.55 4.32
H 1.14 -2.10 -5.55
H -0.84 -0.48 -8.26
H 1.13 2.25 -5.55
H -1.99 -2.84 -2.46
H -2.35 -1.03 -7.58
H 2.24 -3.15 -1.77
C 0.92 3.34 3.78
P -0.11 1.97 -1.77
C -1.42 -0.52 -7.32
O 0.06 2.38 1.73
C -1.33 3.85 3.06
H 0.50 -2.38 0.42
C -0.12 -0.51 -3.38
H 0.16 1.55 -3.97
C -1.94 1.54 4.69
H 2.57 -0.59 -6.60
C 0.47 1.61 -6.16
H 1.68 -1.06 -8.03
H -1.32 2.30 -5.25
H -0.85 -3.99 -1.73
C 0.48 0.90 -3.14
H 1.77 2.66 3.80
H -1.32 -1.92 -5.61
B -0.71 1.27 1.40
C -1.71 2.68 -2.34
C 1.16 0.91 -7.30
C -0.83 1.41 3.69
H -2.32 0.53 4.94
H -0.11 -0.47 4.50
H -2.81 0.95 -6.48
H 1.60 0.86 -3.16
H -1.62 3.29 -3.25
H 0.86 4.13 -2.34
C -0.70 -1.30 -6.27
H 0.58 0.96 -8.24
H -0.82 -3.72 -3.49
H -2.09 3.33 -1.54
O -1.36 0.76 2.53
H -1.90 1.52 -7.86
H 0.62 3.60 4.81
C -0.96 -3.22 -2.52
H 2.10 2.97 -1.75
H -0.94 4.71 2.49
H 1.22 4.26 3.24
H 0.32 -0.87 -4.32
*
```

Properties
HOMO level, eV: -5.67
Strongest force on any atom, Eh/bohr: 0.0769

These are the Löwdin partial charges, in e, on atoms 1 to 6: C -0.1463; H 0.1060; C -0.1215; H -0.0151; C -0.2758; H 0.0240



(3)
This record from the OMol25 dataset describes a 2-piece molecular cluster, C2H4N2S3 overall. The level of theory is wB97M-V/def2-TZVPD.

Structure (ORCA input):
```
! wB97M-V def2-TZVPD RIJCOSX def2/J DEFGRID3
* xyz 0 1
C 1.02 -1.77 -0.69
H -2.48 2.24 0.46
H -1.68 -1.22 1.59
C -1.70 1.82 -1.43
N -1.76 2.23 -0.30
S -1.58 1.39 -2.92
S -0.27 -1.12 1.51
H 1.66 -1.43 -1.46
H 1.71 -2.31 -0.08
S -0.51 -2.52 -1.22
N -0.12 -1.10 -0.22
*
```

Properties
HOMO level, eV: -8.62
Strongest force on any atom, Eh/bohr: 0.0394
Structure (SMILES): SN1CS1.N=C=S

These are the Löwdin partial charges, in e, on atoms 1 to 6: C -0.6030; H 0.1192; H -0.1025; C -0.9151; N 0.1048; S 0.6874



(4)
This record from the OMol25 dataset describes one molecule with the formula C5H11N. The level of theory is wB97M-V/def2-TZVPD.

Structure (ORCA input):
```
! wB97M-V def2-TZVPD RIJCOSX def2/J DEFGRID3
* xyz 0 1
H -0.66 2.13 -1.03
C -0.81 1.06 -0.97
H -0.34 0.92 1.18
C 0.10 0.56 0.25
H -2.06 -1.23 0.85
C 1.54 1.01 0.09
C -0.05 -0.93 0.14
C -1.04 -1.58 1.07
H 1.62 2.08 0.24
H -0.81 -1.32 2.10
H 2.19 0.50 0.81
H -1.01 -2.66 0.96
N 0.53 -1.68 -0.71
H 1.22 -1.21 -1.29
H -0.48 0.62 -1.94
H -1.88 0.92 -0.85
H 1.93 0.81 -0.90
*
```

Properties
HOMO level, eV: -9.53
Strongest force on any atom, Eh/bohr: 0.0428
Structure (SMILES): [H]/N=C(/C)C(C)C

These are the Löwdin partial charges, in e, on atoms 1 to 6: H 0.0613; C -0.0505; H 0.1270; C -0.3566; H 0.0871; C -0.0784



(5)
This record from the OMol25 dataset describes one molecule with the formula C17H24N4O3S. The level of theory is wB97M-V/def2-TZVPD.

Structure (ORCA input):
```
! wB97M-V def2-TZVPD RIJCOSX def2/J DEFGRID3
* xyz 0 1
O -2.18 -0.96 1.32
C -0.44 -2.26 -1.20
H -1.75 1.85 -6.27
N -0.06 -1.60 0.03
C -1.10 1.91 -4.24
C 1.32 0.00 5.61
N 0.91 -0.67 -2.48
H 0.50 0.23 0.79
H 2.46 1.76 6.10
C -0.42 1.25 -3.23
C 1.25 -0.01 -1.24
H -0.60 -3.32 -0.97
H -0.35 1.70 -2.25
N 1.74 -1.76 4.03
H 0.51 -1.52 -4.94
H 1.60 1.88 4.56
C -1.20 0.40 3.89
S -1.10 -1.91 1.32
H -2.18 4.71 -2.98
N 0.94 -0.77 4.46
H 1.60 -3.07 2.42
C 0.04 -0.57 -4.72
H 3.06 0.88 4.69
H 1.59 -2.52 -1.86
H -1.38 -1.84 -1.60
C -1.22 1.32 -5.50
H -0.79 1.41 3.89
H -0.77 0.31 -0.46
C -1.64 3.77 -2.85
C 1.17 -2.26 2.96
H 0.38 -2.57 -3.17
H -0.61 3.99 -2.56
H 1.91 -0.66 6.25
C 0.67 -2.08 -2.24
H 2.17 -0.48 -0.87
O -1.42 -3.30 1.29
C -0.02 -1.57 2.67
H -2.13 3.18 -2.07
C 2.17 1.21 5.21
H 1.45 1.05 -1.42
C 0.17 -0.19 -0.16
O -1.70 3.13 -4.10
C -0.64 0.09 -5.72
H -1.94 0.30 3.10
C 0.16 -0.01 -3.45
C -0.14 -0.61 3.66
H -0.72 -0.37 -6.70
H -1.68 0.23 4.85
H 0.42 0.32 6.13
*
```

Properties
HOMO level, eV: -7.72
Strongest force on any atom, Eh/bohr: 0.0197
Structure (SMILES): CCn1ncc(S(=O)(=O)N2CCN(c3cccc(OC)c3)CC2)c1C

These are the Löwdin partial charges, in e, on atoms 1 to 6: O -0.2916; C -0.1704; H 0.1128; N -0.2352; C -0.2719; C -0.1789



In order of appearance, ΔE to the lowest compared entry with this formula, charge and spin = 515.3 54.6 249.3 32.3 329.6 kJ/mol.
In order of appearance, HOMO-LUMO gap = 8.883 6.175 8.889 10.566 8.257 eV.